Entry from the Open Molecules 2025 dataset: a 13-piece molecular cluster, C70H168F12N9O26 overall at a distorted geometry (ωB97M-V/def2-TZVPD).

Computed properties:
**Gap between HOMO and LUMO**: 0.1403 Eh
**LUMO energy**: -0.354 Eh
**Total charge**: +5

Each line ends with the Mulliken charge.
Cartesian coordinates (Å):
1 C 3.808 1.612 0.421  0.694
2 O 4.639 1.212 -0.701  0.111
3 O 3.311 0.356 0.717  -1.522
4 C 4.554 2.535 1.465  0.330
5 F 4.625 3.830 1.038  -0.258
6 F 3.926 2.574 2.606  -0.117
7 F 5.779 2.175 1.739  -0.257
8 C 4.828 2.163 -1.793  0.377
9 C 6.032 1.776 -2.646  -1.800
10 H 6.260 2.398 -3.512  0.427
11 H 6.920 1.918 -2.031  0.502
12 H 6.134 0.749 -2.998  0.223
13 H 4.989 3.192 -1.472  0.377
14 H 3.946 2.061 -2.425  -0.135
15 H 3.012 2.285 0.104  -0.642
16 C 2.213 -3.708 -2.752  -0.321
17 O 2.924 -2.726 -3.565  -0.603
18 O 2.560 -3.308 -1.439  -0.599
19 C 0.737 -4.025 -3.232  0.369
20 F 0.301 -5.192 -2.854  -0.250
21 F -0.107 -3.151 -2.852  -0.180
22 F 0.660 -4.044 -4.583  -0.357
23 C 2.369 -1.474 -3.944  0.571
24 C 3.490 -0.429 -4.223  -1.043
25 H 3.899 -0.288 -3.223  0.069
26 H 4.243 -0.844 -4.894  0.395
27 H 3.316 0.606 -4.518  0.252
28 H 1.675 -1.003 -3.248  -0.521
29 H 1.824 -1.667 -4.868  0.436
30 H 2.802 -4.610 -2.913  0.257
31 C -4.545 0.628 3.010  -0.679
32 O -4.117 -0.025 1.760  0.155
33 O -3.599 0.325 3.994  -0.515
34 C -4.844 2.074 2.508  0.383
35 F -5.156 2.945 3.509  -0.283
36 F -3.777 2.559 1.839  -0.071
37 F -5.828 2.041 1.564  -0.310
38 C -5.022 -0.815 1.025  -0.486
39 C -4.456 -0.870 -0.455  -0.698
40 H -4.473 0.021 -1.082  0.254
41 H -3.534 -1.429 -0.618  -0.106
42 H -5.134 -1.470 -1.062  0.424
43 H -6.030 -0.400 0.993  0.482
44 H -5.032 -1.833 1.415  0.070
45 H -5.535 0.286 3.313  0.303
46 C 3.720 -5.228 4.319  -0.418
47 O 2.404 -5.535 3.795  0.059
48 O 4.644 -5.375 3.296  -0.941
49 C 3.631 -3.838 5.057  0.610
50 F 4.765 -3.488 5.640  -0.290
51 F 3.288 -2.792 4.182  -0.054
52 F 2.716 -3.879 6.065  -0.325
53 C 1.286 -6.138 4.494  -0.544
54 C 0.059 -5.992 3.583  -0.489
55 H 0.425 -6.002 2.556  -0.029
56 H -0.610 -6.851 3.647  0.582
57 H -0.507 -5.099 3.847  -0.031
58 H 1.191 -5.517 5.385  0.331
59 H 1.414 -7.194 4.729  0.282
60 H 3.970 -5.931 5.114  0.382
61 C 8.014 -1.374 2.867  -0.959
62 O 7.096 -1.796 1.860  -0.130
63 C 5.757 -2.241 2.269  -1.463
64 C 4.975 -2.899 1.153  0.380
65 N 4.777 -2.040 -0.189  2.872
66 H 4.113 -2.535 -0.767  -0.780
67 H 4.264 -1.201 0.046  -0.411
68 C 6.042 -1.747 -1.007  0.668
69 C 6.543 -3.013 -1.723  -0.908
70 O 7.122 -4.060 -0.992  -0.153
71 C 8.399 -3.767 -0.466  -0.659
72 H 8.942 -0.898 2.548  0.275
73 H 8.357 -2.189 3.504  0.322
74 H 7.400 -0.734 3.500  0.289
75 H 5.189 -1.346 2.523  0.546
76 H 5.897 -2.928 3.103  0.678
77 H 3.975 -3.204 1.462  0.067
78 H 5.556 -3.739 0.772  -0.180
79 H 6.799 -1.448 -0.282  0.413
80 H 5.706 -0.983 -1.708  -0.513
81 H 7.170 -2.817 -2.593  0.539
82 H 5.695 -3.473 -2.230  0.054
83 H 8.950 -3.124 -1.153  0.439
84 H 8.966 -4.682 -0.298  0.235
85 H 8.345 -3.148 0.429  0.096
86 C -4.451 -4.588 4.096  -0.668
87 O -4.434 -3.288 4.719  -0.049
88 C -4.560 -3.406 6.132  -0.765
89 C -4.080 -2.141 6.845  -0.316
90 N -5.042 -1.012 6.488  0.287
91 H -4.801 -0.559 5.618  -0.347
92 H -5.981 -1.310 6.267  0.519
93 C -5.200 0.059 7.563  -0.566
94 C -5.979 1.107 6.880  -0.013
95 O -7.244 0.631 6.311  -0.405
96 C -7.879 1.703 5.621  -0.600
97 H -3.822 -5.343 4.569  0.464
98 H -4.287 -4.460 3.026  -0.260
99 H -5.495 -4.889 4.178  0.448
100 H -3.997 -4.290 6.434  0.478
101 H -5.614 -3.631 6.297  0.414
102 H -3.108 -1.785 6.504  0.177
103 H -4.108 -2.199 7.933  0.400
104 H -4.191 0.463 7.644  0.117
105 H -5.633 -0.291 8.500  0.465
106 H -5.328 1.737 6.273  -0.200
107 H -6.238 1.781 7.697  0.705
108 H -8.696 1.218 5.087  0.293
109 H -7.242 2.128 4.845  0.104
110 H -8.201 2.498 6.293  0.334
111 C -0.165 5.549 0.840  -1.132
112 O 0.761 5.116 -0.169  0.395
113 C 2.100 5.403 0.170  0.133
114 C 2.396 6.851 0.007  -1.707
115 N 1.808 7.530 -1.194  0.083
116 H 0.912 7.907 -0.917  0.429
117 H 2.343 8.359 -1.411  0.514
118 C 1.596 6.775 -2.512  0.524
119 C 2.859 6.627 -3.244  -0.938
120 O 3.713 5.647 -2.736  -0.084
121 C 4.880 5.297 -3.455  -0.820
122 H -0.373 6.619 0.865  0.425
123 H 0.009 5.206 1.860  0.504
124 H -1.160 5.319 0.461  -0.087
125 H 2.659 4.738 -0.489  -0.218
126 H 2.365 5.021 1.156  0.695
127 H 3.466 6.965 -0.172  0.533
128 H 2.234 7.461 0.895  0.452
129 H 1.095 7.476 -3.179  0.440
130 H 1.136 5.791 -2.425  -0.466
131 H 3.456 7.528 -3.388  0.615
132 H 2.626 6.329 -4.267  0.002
133 H 5.382 6.190 -3.826  0.461
134 H 4.775 4.634 -4.313  0.201
135 H 5.597 4.807 -2.796  0.258
136 C -5.855 -7.407 -5.795  -0.881
137 O -5.723 -7.496 -4.347  -0.257
138 C -6.815 -7.998 -3.677  -0.606
139 C -7.015 -7.394 -2.308  -0.613
140 N -7.044 -5.889 -2.430  -0.192
141 H -7.739 -5.755 -3.151  0.391
142 H -7.525 -5.448 -1.660  0.383
143 C -5.777 -5.079 -2.927  -0.862
144 C -4.441 -5.504 -2.236  -0.230
145 O -4.600 -5.498 -0.829  -0.431
146 C -3.415 -5.259 -0.095  -0.238
147 H -6.640 -6.706 -6.082  0.390
148 H -6.204 -8.342 -6.233  0.345
149 H -4.964 -7.037 -6.301  0.274
150 H -6.681 -9.056 -3.451  0.338
151 H -7.688 -8.000 -4.330  0.491
152 H -6.253 -7.662 -1.577  0.284
153 H -7.970 -7.678 -1.866  0.455
154 H -5.945 -4.042 -2.636  0.451
155 H -5.771 -5.196 -4.010  0.295
156 H -3.670 -4.822 -2.595  0.431
157 H -4.103 -6.503 -2.513  0.369
158 H -3.621 -5.131 0.968  -0.062
159 H -2.829 -4.433 -0.498  0.089
160 H -2.639 -6.023 -0.150  0.462
161 C -2.081 -2.505 2.220  1.373
162 O -1.196 -3.065 1.303  0.772
163 C 0.198 -3.194 1.621  -0.497
164 C 0.821 -1.819 1.566  0.423
165 N 0.920 -1.336 0.013  2.016
166 H 1.544 -0.541 0.009  -0.442
167 H 1.318 -2.026 -0.608  -0.740
168 C -0.356 -0.913 -0.728  -0.377
169 C -1.024 0.349 -0.088  0.245
170 O -0.155 1.376 0.084  0.590
171 C -0.564 2.349 1.055  0.623
172 H -1.878 -1.449 2.400  -0.699
173 H -2.077 -3.086 3.142  0.114
174 H -3.106 -2.504 1.848  -0.955
175 H 0.573 -3.916 0.896  -0.355
176 H 0.407 -3.576 2.620  -0.181
177 H 1.871 -1.893 1.850  0.292
178 H 0.204 -0.995 1.925  -0.149
179 H -0.983 -1.805 -0.739  0.418
180 H -0.054 -0.583 -1.722  0.506
181 H -1.356 0.019 0.896  -1.260
182 H -1.899 0.684 -0.646  0.387
183 H -0.759 1.915 2.035  -0.185
184 H -1.452 2.896 0.740  -0.523
185 H 0.233 3.003 1.407  -0.163
186 C -4.772 7.026 -7.782  -0.934
187 O -4.356 7.355 -6.436  -0.272
188 C -4.757 8.644 -6.059  -0.549
189 C -4.128 9.058 -4.778  -0.796
190 N -4.152 7.908 -3.714  -0.195
191 H -5.120 7.813 -3.442  0.408
192 H -3.960 7.063 -4.232  0.316
193 C -3.270 7.942 -2.449  -0.670
194 C -3.698 6.830 -1.429  -0.651
195 O -3.422 5.532 -1.929  -0.008
196 C -3.944 4.332 -1.225  -1.036
197 H -4.758 5.983 -8.099  0.295
198 H -4.195 7.563 -8.535  0.375
199 H -5.800 7.345 -7.958  0.395
200 H -5.837 8.666 -5.914  0.440
201 H -4.409 9.355 -6.808  0.398
202 H -4.591 9.907 -4.275  0.428
203 H -3.082 9.356 -4.840  0.425
204 H -3.507 8.965 -2.158  0.427
205 H -2.307 7.900 -2.958  0.357
206 H -4.739 6.934 -1.120  0.535
207 H -3.124 6.922 -0.506  0.329
208 H -3.751 3.407 -1.768  0.277
209 H -4.998 4.559 -1.066  0.524
210 H -3.437 4.247 -0.264  0.258
211 C 2.553 -9.010 -2.038  -0.859
212 O 2.865 -7.701 -1.584  -0.213
213 C 2.155 -7.205 -0.461  -0.864
214 C 3.024 -6.330 0.411  2.086
215 N 4.326 -7.022 0.847  0.217
216 H 4.436 -6.554 1.735  0.250
217 H 4.165 -7.975 1.138  0.475
218 C 5.515 -6.924 -0.182  0.040
219 C 6.699 -7.644 0.342  -0.949
220 O 7.086 -7.465 1.679  -0.382
221 C 7.750 -6.160 1.885  -0.348
222 H 3.031 -9.755 -1.403  0.333
223 H 3.066 -9.086 -2.997  0.259
224 H 1.478 -9.187 -2.084  0.317
225 H 1.592 -7.923 0.135  0.632
226 H 1.452 -6.535 -0.957  0.151
227 H 2.446 -6.064 1.296  -0.797
228 H 3.135 -5.323 0.009  -1.120
229 H 5.733 -5.863 -0.060  -0.204
230 H 5.161 -7.172 -1.182  0.553
231 H 7.540 -7.358 -0.289  0.415
232 H 6.586 -8.703 0.107  0.450
233 H 8.650 -6.153 1.270  0.364
234 H 7.959 -6.107 2.954  0.305
235 H 7.102 -5.327 1.612  -0.047
236 C -0.789 3.254 -2.553  0.609
237 O -0.750 3.439 -3.889  -0.400
238 C -1.582 4.464 -4.317  0.134
239 C -1.559 4.591 -5.800  -1.231
240 N -0.167 5.080 -6.267  -0.056
241 H -0.262 4.938 -7.263  0.392
242 H -0.039 6.059 -6.052  0.427
243 C 1.069 4.313 -5.802  -0.241
244 C 2.274 4.537 -6.794  -0.819
245 O 2.598 5.920 -6.839  -0.352
246 C 3.533 6.234 -7.774  -0.886
247 H -0.008 2.559 -2.246  -0.197
248 H -1.771 2.893 -2.249  -0.172
249 H -0.591 4.245 -2.145  -0.090
250 H -1.184 5.376 -3.873  0.204
251 H -2.630 4.301 -4.067  0.389
252 H -2.213 5.393 -6.145  0.397
253 H -1.718 3.704 -6.413  0.392
254 H 0.727 3.281 -5.877  0.525
255 H 1.272 4.561 -4.760  -0.122
256 H 2.069 4.179 -7.803  0.584
257 H 3.164 4.248 -6.235  0.388
258 H 4.113 7.057 -7.358  0.267
259 H 2.993 6.735 -8.577  0.295
260 H 4.195 5.428 -8.093  0.415
261 C -1.066 6.702 4.482  -0.433
262 O -1.261 5.253 4.865  -0.338
263 C -2.661 4.778 5.023  -0.511
264 C -2.590 3.320 5.150  1.531
265 N -1.694 2.965 6.385  -0.142
266 H -0.836 3.490 6.478  0.509
267 H -2.188 3.260 7.215  0.430
268 C -1.220 1.456 6.510  -0.187
269 C -0.386 1.054 5.298  0.223
270 O 0.657 1.967 5.202  -0.469
271 C 1.635 1.651 4.250  -0.652
272 H -0.667 6.713 3.468  -0.143
273 H -0.321 7.227 5.080  0.320
274 H -2.002 7.256 4.412  0.388
275 H -3.134 4.964 4.059  0.457
276 H -3.108 5.159 5.941  0.372
277 H -2.109 2.874 4.280  -0.688
278 H -3.516 2.794 5.382  -0.947
279 H -2.129 0.899 6.737  -0.593
280 H -0.554 1.390 7.370  0.491
281 H -0.952 1.063 4.367  -0.394
282 H 0.074 0.072 5.413  0.798
283 H 2.048 0.652 4.390  0.423
284 H 2.417 2.401 4.372  0.375
285 H 1.319 1.712 3.208  0.104